No. 1
ORCA calculation (wB97M-V/def2-TZVPD) on a molecular structure, C24H43ClO4P2Ti.

```
! RIJCOSX wB97M-V def2-TZVPD def2/J DEFGRID3
* xyz 2 1
Ti -0.05385 -0.13901 2.10532
C -0.71652 -2.05813 2.99244
C 0.66085 -2.15808 2.54283
C 0.56955 -0.63857 4.32126
C -0.75352 -1.14013 4.11226
C 1.45246 -1.26226 3.36621
C -1.89076 -2.82323 2.49437
H -1.68507 -3.30944 1.53409
H -2.77884 -2.18428 2.37205
H -2.16449 -3.60491 3.21815
C -1.90570 -0.94731 5.02654
H -2.84041 -1.28480 4.56438
H -2.03140 0.10529 5.30595
H -1.75913 -1.51892 5.95772
C 0.99983 0.24333 5.43293
H 1.06915 -0.32837 6.36881
H 0.29075 1.06336 5.59863
H 1.98494 0.68378 5.24183
C 2.93732 -1.15936 3.38373
H 3.35071 -1.77759 4.19790
H 3.27909 -0.12958 3.56295
H 3.37897 -1.51480 2.44488
C 1.21232 -3.10880 1.54232
H 1.58677 -4.00847 2.05083
H 2.05810 -2.67945 0.99173
H 0.45041 -3.42327 0.82378
C -2.00581 0.75163 -4.56212
C -1.88873 -0.57874 -4.64563
C -0.97890 -1.30208 -5.59666
C 0.38367 -0.63096 -5.92128
C 1.15643 -0.10819 -4.74620
C 1.03902 1.11154 -4.20331
C 0.12649 2.19995 -4.68068
C -1.20366 1.75435 -5.34445
H -1.49262 -1.47257 -6.56094
H 0.24641 0.12440 -6.70732
H -0.77234 -2.30473 -5.19102
H -1.01166 1.44066 -6.37932
H -2.78369 1.19345 -3.92331
H -2.57373 -1.22093 -4.07756
H -1.82600 2.66185 -5.41048
H -0.12106 2.85277 -3.82717
H 1.71631 1.39488 -3.38805
H 0.66184 2.84447 -5.40106
H 1.01061 -1.42359 -6.36284
H 1.91418 -0.80059 -4.35739
P -1.01593 -0.13832 -0.19419
P 1.73328 1.12949 0.82619
C -0.21689 1.17524 -1.21850
C 0.76687 2.05993 -0.45023
H -1.02930 1.79466 -1.63040
H 0.27267 0.68412 -2.06664
H 1.51132 2.51050 -1.12457
H 0.22448 2.87177 0.06219
C 2.43109 2.45559 1.84016
H 3.04895 2.00534 2.62508
H 1.62614 3.02808 2.31836
H 3.05034 3.11666 1.22156
C 3.15522 0.40660 -0.02354
H 3.57555 1.13825 -0.72488
H 2.85691 -0.49767 -0.56646
H 3.92135 0.12914 0.71084
C -2.74161 0.43723 -0.25413
H -3.33724 -0.21125 0.39766
H -3.11826 0.37550 -1.28594
H -2.82083 1.46382 0.12444
C -1.07361 -1.65409 -1.18366
H -0.09904 -2.15285 -1.16697
H -1.35631 -1.43638 -2.22334
H -1.80762 -2.33782 -0.73768
O -1.58053 3.22062 1.63939
Cl -1.63279 2.49845 2.88981
O -1.62201 3.35086 4.03498
O -2.71865 1.53678 2.91458
O -0.30184 1.65518 2.97877
*
```

HOMO: -13.71 eV
Orbital gap: 5.4 eV
Energy: -87969.4622 eV
F_max: 3.2 eV/A
LUMO level: -8.339 eV

So, what does the Löwdin scheme give us? The charges, in e, come out as:
1. Ti 0.902
2. C -0.271
3. C -0.294
4. C -0.240
5. C -0.228
6. C -0.264
7. C -0.002
8. H 0.081
9. H 0.098
10. H 0.123
11. C 0.019
12. H 0.097
13. H 0.100
14. H 0.126
15. C 0.017
16. H 0.124
17. H 0.100
18. H 0.095
19. C -0.008
20. H 0.124
21. H 0.081
22. H 0.082
23. C 0.003
24. H 0.123
25. H 0.087
26. H 0.077
27. C -0.112
28. C -0.135
29. C -0.174
30. C -0.189
31. C -0.097
32. C -0.154
33. C -0.176
34. C -0.184
35. H 0.131
36. H 0.107
37. H 0.109
38. H 0.108
39. H 0.103
40. H 0.099
41. H 0.119
42. H 0.102
43. H 0.087
44. H 0.131
45. H 0.118
46. H 0.107
47. P 0.859
48. P 0.851
49. C -0.359
50. C -0.342
51. H 0.102
52. H 0.054
53. H 0.102
54. H 0.084
55. C -0.206
56. H 0.053
57. H 0.056
58. H 0.082
59. C -0.210
60. H 0.073
61. H 0.054
62. H 0.058
63. C -0.212
64. H 0.056
65. H 0.072
66. H 0.049
67. C -0.208
68. H 0.050
69. H 0.039
70. H 0.061
71. O -0.277
72. Cl 0.790
73. O -0.214
74. O -0.286
75. O -0.482

=====

No. 2
ORCA calculation (wB97M-V/def2-TZVPD) on a molecular structure, C24H43ClP2Sn.

```
! RIJCOSX wB97M-V def2-TZVPD def2/J DEFGRID3
* xyz 2 1
Sn 0.37132 -0.60476 0.41828
C -0.87383 -2.41229 3.69190
C 0.44180 -2.78511 3.28995
C 0.62234 -1.04707 4.78752
C -0.75733 -1.36634 4.64826
C 1.36578 -1.93114 3.95598
C -2.13642 -2.99608 3.19417
H -2.00415 -3.44122 2.19715
H -2.92625 -2.23182 3.13152
H -2.49085 -3.79295 3.86900
C -1.85932 -0.73100 5.39890
H -2.82855 -1.13037 5.08544
H -1.87912 0.35894 5.26856
H -1.73698 -0.92786 6.47227
C 1.15292 0.00990 5.67283
H 0.96408 -0.24331 6.72629
H 0.67468 0.98131 5.47489
H 2.23168 0.12148 5.53449
C 2.83586 -1.93606 3.79289
H 3.30766 -2.61343 4.52401
H 3.25118 -0.92897 3.95015
H 3.11881 -2.28077 2.78829
C 0.79589 -3.84621 2.31973
H 1.00455 -4.79746 2.84398
H 1.70180 -3.58391 1.74576
H -0.02909 -4.03494 1.61423
C -1.24363 1.76738 -3.83685
C -1.82930 0.56284 -3.74094
C -1.41705 -0.66040 -4.50783
C 0.09775 -0.77099 -4.79747
C 0.98459 -0.22845 -3.70765
C 1.65658 0.94421 -3.81972
C 1.15030 2.25691 -4.34287
C -0.28476 2.21331 -4.89198
H -1.98520 -0.68371 -5.45890
H 0.32684 -0.29184 -5.76609
H -1.72348 -1.55570 -3.95571
H -0.34206 1.61109 -5.80929
H -1.60075 2.57732 -3.17724
H -2.82989 0.53295 -3.27883
H -0.55573 3.23905 -5.20576
H 1.15726 3.05253 -3.57901
H 2.74478 0.94614 -3.66044
H 1.85114 2.61331 -5.11723
H 0.35138 -1.83556 -4.93530
H 1.34797 -0.98673 -3.00074
P -1.57095 0.72463 -0.70935
C -3.18320 1.57362 -0.78029
C -1.80297 -0.96047 -1.46206
P 1.57701 2.16606 -0.28998
C -0.13190 1.83316 -1.26940
C 2.70171 0.81205 -0.92293
C 2.29778 3.52435 -1.29180
H -3.23421 2.28117 0.06048
H -4.02113 0.86720 -0.65470
H -3.31838 2.11532 -1.73159
H -0.89851 -1.30160 -1.97456
H -2.63922 -1.01264 -2.15624
H -2.00835 -1.68707 -0.66899
H 2.05914 3.44757 -2.35774
H 3.38395 3.50277 -1.15075
H 1.91240 4.46443 -0.87733
H -0.54864 2.84687 -1.40935
H 0.22918 1.45645 -2.23142
H 3.38886 0.51067 -0.12308
H 3.31011 1.17061 -1.76349
H 2.18700 -0.10750 -1.25655
Cl -1.93182 0.83040 2.51266
C -0.22598 0.98745 2.06925
H 0.38923 0.84079 2.96741
H -0.09632 2.00146 1.66523
*
```

HOMO (spin up / spin down): -13.26 / -13.26 eV
Orbital gap (spin up / spin down): 4.9 / 5.0 eV
Energy: -62495.3236 eV
F_max: 2.8 eV/A
Energy relative to the best compared isomer or geometry (same formula, charge and spin): 5.268 eV
LUMO level (spin up / spin down): -8.333 / -8.282 eV

So, what does the Löwdin scheme give us? The charges, in e, come out as:
1. Sn 1.163
2. C -0.145
3. C -0.176
4. C -0.141
5. C -0.148
6. C -0.144
7. C 0.002
8. H 0.087
9. H 0.090
10. H 0.125
11. C -0.018
12. H 0.091
13. H 0.083
14. H 0.120
15. C 0.014
16. H 0.122
17. H 0.111
18. H 0.089
19. C 0.010
20. H 0.126
21. H 0.096
22. H 0.089
23. C -0.024
24. H 0.126
25. H 0.081
26. H 0.084
27. C -0.150
28. C -0.182
29. C -0.180
30. C -0.164
31. C -0.119
32. C -0.130
33. C -0.181
34. C -0.156
35. H 0.136
36. H 0.117
37. H 0.093
38. H 0.119
39. H 0.101
40. H 0.099
41. H 0.134
42. H 0.081
43. H 0.115
44. H 0.136
45. H 0.127
46. H 0.094
47. P 0.763
48. C -0.217
49. C -0.360
50. P 0.861
51. C -0.492
52. C -0.370
53. C -0.270
54. H 0.047
55. H 0.075
56. H 0.057
57. H 0.014
58. H 0.043
59. H 0.027
60. H 0.012
61. H 0.062
62. H 0.052
63. H 0.063
64. H -0.023
65. H 0.041
66. H 0.039
67. H -0.059
68. Cl 0.539
69. C -0.827
70. H -0.024
71. H -0.055

=====

No. 3
ORCA calculation (wB97M-V/def2-TZVPD) on a molecular structure, C24H43CsN8O10S.

```
! RIJCOSX wB97M-V def2-TZVPD def2/J DEFGRID3
* xyz -2 1
Cs 0.07367 -0.21343 1.03058
O 2.13593 -3.72678 0.38094
C 0.84224 -3.54466 0.60442
O 0.39852 -2.74489 1.40222
C -0.04885 -4.43983 -0.22974
O -1.18152 -3.70863 -0.58406
C -2.01979 -4.42805 -1.47369
C -3.14353 -3.56671 -2.02921
O -4.16041 -4.20896 -2.37430
O -2.87339 -2.34496 -2.18583
H 2.65828 -2.95618 0.76863
H -0.30789 -5.30990 0.39364
H 0.50100 -4.80262 -1.10172
H -2.45527 -5.29437 -0.97299
H -1.42725 -4.78851 -2.32704
C 2.15183 0.10396 5.68002
C 0.81392 0.49033 5.05229
O -0.21432 0.03216 5.61863
C 0.89759 1.30875 3.90978
C -0.18970 1.86533 3.14831
C -1.61697 1.72475 3.63573
N -0.07124 2.50594 2.03065
N 1.16139 2.96438 1.57301
C 1.76940 2.45454 0.56091
O 1.52353 1.34242 -0.07693
C 2.88430 3.33653 0.01415
C 3.49880 4.32355 0.78724
C 4.49457 5.13065 0.25201
C 4.89323 4.97904 -1.07525
C 4.28039 4.00786 -1.85462
C 3.28969 3.19077 -1.30828
H 1.98403 -0.69095 6.40544
H 2.59090 0.96460 6.19273
H 2.86482 -0.23075 4.92236
H 1.89013 1.54437 3.54030
H -1.63406 1.75688 4.72282
H -2.05230 0.77039 3.32949
H -2.21431 2.53362 3.21256
H 3.16639 4.43901 1.81291
H 4.96260 5.88714 0.87222
H 5.66857 5.61213 -1.49345
H 4.57130 3.88181 -2.89167
H 2.79269 2.44146 -1.91701
N -2.81221 1.47890 0.07921
C -3.70788 1.16137 -1.03414
C -3.46605 2.13036 -2.18553
C -2.01020 2.14888 -2.65698
N -1.17648 3.05569 -1.84784
H -2.71013 0.68510 0.69618
H -3.10666 2.27297 0.62955
H -4.77050 1.15303 -0.77236
H -3.46297 0.15187 -1.37339
H -3.73401 3.15324 -1.88883
H -4.12705 1.84327 -3.01162
H -1.97594 2.50048 -3.69086
H -1.64104 1.11437 -2.65706
H -0.20154 2.94504 -2.10128
H -1.23427 2.75576 -0.87691
C -2.00844 -0.83912 -4.76881
N -0.85978 -1.25406 -3.98413
C 0.43106 -1.01013 -4.30008
N 0.62364 -0.29569 -5.47772
O 1.39691 -1.36323 -3.62215
H -2.89535 -1.12116 -4.20643
H -2.04373 -1.34789 -5.73960
H -2.02392 0.24230 -4.93528
H -1.08460 -1.65759 -3.07713
H -0.10633 -0.27127 -6.16656
H 1.56688 -0.33874 -5.81863
N 3.60178 -0.02551 -0.84742
C 3.74324 -1.27551 -0.39821
N 4.21637 -2.21138 -1.30934
O 3.48505 -1.61595 0.77950
H 3.74570 0.09002 -1.83799
H 2.81454 0.58312 -0.46036
H 3.87808 -2.07309 -2.25075
H 4.06894 -3.15393 -0.98945
C -1.33244 -2.44226 3.92821
S -2.29329 -2.38663 2.41122
C -3.88369 -2.26318 3.22446
O -2.07383 -1.02325 1.81387
H -1.83123 -3.12923 4.61863
H -1.23384 -1.44213 4.37332
H -0.34249 -2.82301 3.67687
H -4.15243 -3.22322 3.67641
H -4.59748 -1.99866 2.44330
H -3.82129 -1.47213 3.97790
*
```

HOMO: -1.25 eV
Orbital gap: 5.0 eV
Energy: -69367.1325 eV
F_max: 3.3 eV/A
LUMO level: 3.723 eV

So, what does the Löwdin scheme give us? The charges, in e, come out as:
1. Cs 1.678
2. O 0.084
3. C -0.496
4. O -0.201
5. C -0.139
6. O -0.126
7. C -0.145
8. C -0.687
9. O -0.065
10. O -0.061
11. H 0.063
12. H 0.139
13. H 0.130
14. H 0.117
15. H 0.126
16. C -0.059
17. C -0.537
18. O -0.112
19. C -0.094
20. C -0.516
21. C -0.053
22. N -0.073
23. N 0.045
24. C -0.525
25. O -0.510
26. C -0.128
27. C -0.038
28. C -0.109
29. C -0.132
30. C -0.106
31. C -0.049
32. H 0.058
33. H 0.064
34. H 0.066
35. H 0.081
36. H 0.065
37. H 0.041
38. H 0.065
39. H 0.103
40. H 0.086
41. H 0.082
42. H 0.087
43. H 0.102
44. N 0.013
45. C -0.273
46. C -0.212
47. C -0.299
48. N 0.006
49. H 0.002
50. H 0.074
51. H 0.095
52. H 0.101
53. H 0.101
54. H 0.097
55. H 0.090
56. H 0.096
57. H 0.049
58. H 0.033
59. C -0.098
60. N 0.037
61. C -0.624
62. N 0.143
63. O -0.005
64. H 0.075
65. H 0.076
66. H 0.068
67. H 0.114
68. H 0.063
69. H 0.086
70. N 0.184
71. C -0.618
72. N 0.149
73. O -0.019
74. H 0.095
75. H 0.043
76. H 0.083
77. H 0.080
78. C -0.233
79. S 0.846
80. C -0.264
81. O -0.881
82. H 0.055
83. H 0.046
84. H 0.042
85. H 0.048
86. H 0.052
87. H 0.061